{"formula": "C22H30N5SbTc", "method": "the ωB97M-V functional and the def2-TZVPD basis", "elements": ["H", "C", "C", "H", "N", "C", "N", "C", "H", "H", "N", "H", "H", "H", "C", "H", "H", "C", "C", "N", "C", "H", "H", "C", "H", "C", "H", "C", "H", "H", "Sb", "H", "C", "H", "H", "N", "C", "H", "H", "H", "H", "H", "Tc", "H", "H", "C", "C", "C", "C", "C", "H", "C", "H", "H", "C", "C", "C", "H", "H"], "xyz": [[-1.9335, -2.6089, 3.3493], [3.5371, 0.1234, -3.1492], [-1.9850, -2.4272, -1.0615], [3.1195, 0.7128, 1.5719], [-0.7321, -0.3250, 2.2885], [4.6698, 0.5650, -2.4528], [-1.0682, -1.5604, -1.5467], [-1.1293, 2.6903, -0.9998], [5.6414, 0.5459, -2.9322], [-0.1348, 2.8521, 0.8990], [2.2139, 0.5913, -1.2226], [-2.1417, 4.3974, -3.7531], [-2.1749, 4.5275, -1.2764], [-3.0830, -1.3991, 0.4560], [-0.6476, -1.6566, -2.8334], [-1.1329, 0.8540, 4.6340], [-0.0680, -0.2632, 5.5171], [-2.4875, -3.4272, -1.8868], [-0.2500, 0.2222, 4.5564], [0.2633, 0.0480, 1.3931], [-1.7724, -1.7194, 3.9585], [0.6627, -2.6489, 2.7224], [-2.6489, -1.0697, 3.9028], [-1.0536, 2.5332, -3.7668], [1.6811, -1.3280, 3.3973], [-1.7081, 3.6873, -1.7735], [-3.2260, -4.1110, -1.4896], [3.1153, 1.5424, 0.8579], [3.6219, -0.2188, -4.1728], [0.6278, 0.7998, 4.2683], [0.5736, -0.1049, -3.8716], [0.4218, 1.0570, 1.5020], [-1.0997, -2.6384, -3.6804], [-2.4188, -4.3392, -3.8287], [-1.6741, -2.0398, 4.9948], [-0.5377, 1.6346, -1.6099], [-0.4903, 1.5717, -2.9631], [2.2037, 2.1367, 0.9594], [-1.6552, 3.7021, 0.8031], [-3.0356, -3.1455, 0.6537], [-1.5892, -2.2112, 1.0238], [-0.7514, -2.7074, -4.7031], [0.2957, -0.1001, -0.9520], [0.8187, -2.4043, 4.4533], [5.3894, 1.4333, -0.6277], [3.2878, 1.0508, -0.5448], [-2.4466, -2.2828, 0.3514], [-0.4910, -0.9939, 3.5446], [2.3229, 0.1688, -2.5065], [4.5323, 1.0501, -1.1663], [3.9466, 2.1857, 1.1404], [0.7438, -1.8839, 3.4987], [-1.7049, 1.9603, 0.9379], [-1.6491, 0.0860, 2.1183], [-1.6858, 3.6176, -3.1547], [-2.0418, -3.5504, -3.1882], [-1.1496, 2.7901, 0.4935], [1.1115, -0.4297, 1.7124], [-1.0034, 2.4576, -4.8457]], "forces_ev_per_angstrom": [[0.01, 0.01, -0.01], [0.07, 0.00, -0.03], [-0.05, -0.04, 0.04], [0.01, -0.01, 0.00], [-0.04, -0.02, -0.09], [-0.05, -0.02, -0.02], [0.03, 0.09, -0.09], [-0.01, 0.02, 0.08], [0.00, 0.01, 0.00], [0.00, 0.01, -0.01], [0.05, 0.06, -0.05], [0.00, 0.00, 0.00], [-0.01, 0.00, 0.00], [0.02, 0.01, 0.00], [0.06, 0.17, 0.08], [0.01, 0.01, 0.01], [-0.01, -0.01, 0.00], [0.02, -0.01, 0.02], [-0.02, -0.01, -0.06], [0.08, 0.03, 0.12], [-0.04, -0.04, 0.00], [0.00, 0.00, 0.01], [0.00, 0.00, 0.00], [-0.03, 0.08, 0.02], [0.00, 0.00, -0.01], [0.01, 0.02, 0.00], [0.00, -0.01, -0.02], [-0.02, 0.00, -0.01], [0.02, 0.00, 0.00], [-0.01, 0.01, 0.01], [-0.03, 0.03, 0.08], [-0.03, 0.01, 0.00], [-0.04, -0.05, -0.02], [-0.01, 0.00, 0.01], [0.02, 0.02, 0.00], [-0.06, -0.12, -0.15], [0.07, -0.12, -0.05], [0.01, 0.01, -0.01], [-0.01, 0.00, 0.00], [0.00, 0.00, 0.01], [-0.01, -0.03, 0.01], [-0.01, -0.01, 0.00], [-0.16, -0.14, 0.06], [-0.01, 0.00, 0.00], [0.01, -0.01, 0.00], [0.04, 0.00, 0.06], [0.03, 0.05, -0.05], [0.06, -0.04, 0.14], [-0.06, 0.02, 0.03], [-0.01, -0.01, -0.01], [0.00, 0.01, 0.00], [-0.02, -0.01, -0.02], [0.01, -0.01, -0.02], [0.02, 0.05, 0.01], [0.03, -0.04, -0.03], [0.04, 0.03, -0.02], [0.00, -0.01, 0.00], [0.02, 0.00, -0.02], [0.00, 0.01, 0.00]], "nbo_charge": [0.24, -0.23, 0.29, 0.23, -0.07, -0.04, -0.57, 0.26, 0.29, 0.22, -0.54, 0.29, 0.28, 0.25, -0.10, 0.25, 0.29, -0.20, -0.56, -0.66, -0.63, 0.24, 0.24, -0.22, 0.22, -0.19, 0.28, -0.66, 0.27, 0.22, 1.32, 0.45, -0.23, 0.29, 0.29, -0.45, -0.11, 0.21, 0.30, 0.29, 0.20, 0.27, 1.23, 0.31, 0.28, 0.27, -0.66, 0.11, -0.10, -0.19, 0.30, -0.67, 0.20, 0.44, -0.04, -0.04, -0.65, 0.44, 0.27], "spin_multiplicity": 4, "gap_ev": [7.796, 6.380], "total_charge": 4, "s_squared": 3.78}